Entry 1:
A molecular structure, C25H23GePtSe4Te. Source: the Open Molecules 2025 dataset; level of theory: ωB97M-V with the def2-TZVPD basis set.

Structure (XYZ):
```
55
Properties=species:S:1:pos:R:3:forces:R:3:lowdin_spin:R:1
Pt 1.74311 0.56495 1.57341 0.1093 1.1878 -1.6984 -0.043
Se 2.20043 -0.07072 3.68572 -0.3360 -0.6669 0.7882 0.136
Se 3.92827 1.24206 4.25909 0.3586 0.4948 0.5385 0.159
Se 5.26915 1.57069 2.38011 0.4359 -0.0272 0.1430 0.367
Se 3.89826 1.65783 0.63431 -0.1211 0.0317 -0.2168 0.469
C -0.81771 -2.07542 2.63200 0.0651 0.2415 0.3250 0.000
Ge 0.43224 -1.47674 1.28685 -0.6432 -1.0778 -0.1264 -0.004
C 1.80335 -2.80734 0.97515 0.4364 -0.0797 0.1847 -0.004
C 3.16152 -2.71474 1.28705 -0.0602 0.0417 -0.0037 -0.002
C 4.01539 -3.78668 1.06888 -0.0413 -0.0648 -0.0395 0.000
C 3.51752 -4.96763 0.53765 0.0203 0.0396 0.0146 0.000
C 2.17103 -5.07184 0.22049 -0.0471 -0.0303 -0.0398 0.001
C 1.31612 -4.00005 0.43324 -0.0044 0.0792 -0.0707 -0.001
C -0.47607 -1.03597 -0.36083 -0.2979 0.2643 -0.2425 0.000
C -1.81802 -1.31814 -0.51637 0.2980 -0.0368 0.1328 0.000
C -2.51567 -0.92677 -1.67585 0.0742 0.1515 -0.2858 0.000
C -1.86207 -0.24532 -2.66794 -0.1470 -0.1075 0.1509 0.000
C -0.48203 0.06094 -2.55405 -0.1518 -0.0047 -0.1851 0.000
C 0.20294 0.76996 -3.57220 0.1463 0.0290 0.0874 -0.001
C 1.53989 1.05142 -3.45853 -0.1170 0.0099 -0.0481 0.000
C 2.25218 0.62812 -2.32154 0.0384 0.0353 0.0930 0.000
C 1.61066 -0.06451 -1.32298 -0.1758 0.4334 0.1357 0.002
C 0.21948 -0.34945 -1.40078 0.0317 -0.0795 0.2583 0.000
H -1.17106 -3.05850 2.31480 -0.0200 0.0121 0.0052 0.000
H -1.66775 -1.40868 2.76951 -0.0206 -0.0366 -0.0524 0.000
H -0.31430 -2.19768 3.59176 -0.0317 -0.0645 -0.0119 0.000
H 3.57355 -1.80432 1.70527 0.0202 -0.0247 0.0255 -0.002
H 5.06562 -3.70836 1.31909 -0.0223 0.0358 -0.0143 0.000
H 4.17807 -5.80709 0.36809 -0.0010 -0.0005 0.0077 0.000
H 1.78382 -5.99232 -0.19622 -0.0124 0.0126 0.0099 0.000
H 0.26877 -4.10243 0.16467 0.0137 -0.0097 0.0078 0.000
H -2.35787 -1.85240 0.25885 -0.0036 0.0465 0.0106 0.000
H -3.56902 -1.15357 -1.77420 0.0288 -0.0469 -0.0036 0.000
H -2.39329 0.06093 -3.56163 0.0126 0.0243 0.0411 0.000
H -0.35019 1.09066 -4.44697 0.0165 -0.0358 0.0039 0.000
H 2.05445 1.57685 -4.25161 0.0026 0.0082 0.0240 0.000
H 3.31613 0.82021 -2.25359 -0.0016 -0.0445 -0.0441 0.001
H 2.19881 -0.49100 -0.51113 0.1316 -0.2672 -0.0805 0.004
C -0.34365 3.43826 0.20777 0.0127 -0.0425 -0.1452 -0.008
Te -0.07041 2.37090 2.02421 -0.0128 -0.4624 0.3951 -0.061
C -1.91334 1.42805 1.55405 -0.1406 0.1198 -0.0097 -0.007
C -2.60939 2.42032 0.65296 0.1685 0.1054 -0.0141 -0.001
C -3.98230 2.36447 0.44136 -0.0067 0.0085 0.0508 0.000
C -4.58897 3.28400 -0.39965 0.0309 0.0346 -0.0212 0.000
C -3.83111 4.27028 -1.02082 -0.0380 -0.0281 0.0156 0.000
C -2.46274 4.33176 -0.81349 0.0036 -0.0528 -0.0308 0.000
C -1.84487 3.39484 0.00858 -0.0053 -0.0385 -0.0222 -0.002
H 0.24308 2.95720 -0.57518 -0.1006 -0.0628 -0.1030 -0.001
H 0.02415 4.45262 0.35214 0.0767 -0.0236 0.0678 -0.001
H -2.44565 1.19249 2.47403 -0.0314 0.1178 -0.0017 0.000
H -1.67172 0.51197 1.02674 0.0095 -0.1194 -0.0148 -0.001
H -4.58046 1.61476 0.94591 0.0225 0.0165 -0.0064 0.000
H -5.65901 3.24743 -0.55472 0.0165 -0.0076 0.0062 0.000
H -4.31124 5.00301 -1.65557 0.0074 -0.0146 0.0087 0.000
H -1.87815 5.11070 -1.28791 0.0028 -0.0238 0.0004 0.000
```
Positions in Å, forces in eV/Å.

multiplicity: 2
E_HOMO (spin up / spin down): -13.804 / -13.800 eV
frontier orbital gap (spin up / spin down): 0.1789 / 0.1779 Eh
net charge: +2

***

Entry 2:
A molecular structure, C25H23IrN11O2PS4. Source: the Open Molecules 2025 dataset; level of theory: ωB97M-V with the def2-TZVPD basis set.

Structure (XYZ):
```
67
Properties=species:S:1:pos:R:3:forces:R:3:lowdin_spin:R:1
Ir 0.00892 1.57779 -1.57556 -0.0058 0.0447 -0.1350 2.436
C -5.22680 3.16336 0.21045 -0.0108 -0.0094 0.0069 0.001
N -3.97886 3.23182 -0.53711 -0.0117 -0.0069 -0.0287 0.003
C -3.69267 4.18505 -1.47339 0.0255 0.0359 -0.0007 0.003
C -2.45382 3.89026 -1.96325 0.0102 -0.0253 -0.0041 0.008
N -1.98954 2.76943 -1.34361 -0.0614 -0.0158 0.0937 0.100
C -2.92146 2.38159 -0.48372 0.0127 -0.0222 0.0064 0.006
P -2.82696 0.95004 0.64137 -0.0133 -0.0408 -0.0783 0.002
C -1.21955 1.33368 1.38963 0.0378 -0.0362 0.0158 0.013
N -0.17577 1.83747 0.75138 0.0353 -0.0329 -0.0274 0.087
C 0.81321 1.99663 1.67741 0.0305 0.0290 0.0014 0.009
C 0.34974 1.58953 2.89411 0.0697 0.0045 0.0333 0.002
N -0.93604 1.17252 2.70250 -0.0737 0.0158 -0.0318 0.007
C -1.76661 0.53083 3.71069 -0.0149 -0.0011 0.0277 0.001
C -2.33824 -0.30451 -0.59219 -0.0233 0.0697 0.0230 0.009
N -1.54253 -0.09890 -1.62997 -0.0470 0.0138 0.0593 0.058
C -1.55778 -1.24281 -2.37446 -0.0223 -0.0577 0.0064 0.005
C -2.35769 -2.16198 -1.76001 0.0257 0.0298 -0.0455 0.004
N -2.85306 -1.55652 -0.64059 0.0218 0.0035 0.0409 0.003
C -3.64860 -2.21481 0.38804 -0.0047 -0.0069 -0.0072 0.001
H -5.42781 4.12863 0.66927 -0.0011 -0.0006 0.0000 0.000
H -6.04635 2.89772 -0.45470 -0.0021 0.0053 0.0021 0.000
H -5.14230 2.41147 0.98951 0.0031 0.0008 -0.0017 0.000
H -4.37990 4.98084 -1.70188 -0.0037 -0.0009 0.0009 0.001
H -1.87333 4.40440 -2.70967 -0.0100 0.0077 -0.0066 0.003
H 1.77897 2.39963 1.42288 0.0003 -0.0014 -0.0061 0.000
H 0.81037 1.57877 3.86704 -0.0067 -0.0045 0.0016 0.000
H -1.52324 0.94964 4.68369 -0.0019 -0.0014 0.0025 0.000
H -2.81469 0.72426 3.49716 -0.0024 -0.0015 0.0036 0.000
H -1.58316 -0.54217 3.70639 -0.0032 0.0118 0.0073 0.000
H -1.00965 -1.32964 -3.29758 -0.0011 -0.0051 -0.0021 0.001
H -2.60891 -3.17605 -2.01653 -0.0079 -0.0024 0.0024 0.000
H -4.23606 -3.00279 -0.07505 0.0032 -0.0026 0.0020 0.000
H -2.98871 -2.63537 1.14497 -0.0079 -0.0105 -0.0009 0.000
H -4.32094 -1.49448 0.84726 -0.0007 0.0003 -0.0047 0.000
S 2.04616 2.78589 -1.40811 0.0346 -0.0001 -0.0289 0.426
C 2.51696 2.84627 -3.04234 -0.0193 -0.0248 0.0044 0.085
C 3.89839 3.11673 -3.31830 -0.0235 0.0496 0.0390 0.006
N 5.01126 3.32965 -3.51090 0.0097 -0.0292 -0.0070 0.013
C 1.63475 2.64117 -4.09046 0.0873 -0.0317 -0.0501 0.132
S -0.02972 2.32086 -3.89983 0.0358 -0.0271 0.0275 0.393
C 2.13317 2.68133 -5.43655 -0.0714 0.1147 0.0162 0.014
N 2.50381 2.70591 -6.52449 0.0195 -0.0664 0.0000 0.040
N 5.40351 -3.21942 3.97701 0.0072 -0.0053 -0.0083 0.005
C 4.25539 -3.01722 3.27447 0.0123 0.0181 0.0202 0.005
C 3.51813 -1.83096 3.44091 -0.0154 0.0186 -0.0036 -0.001
C 2.34078 -1.63974 2.75804 0.0401 -0.0188 0.0175 0.004
C 1.87560 -2.62813 1.89197 -0.0453 -0.0106 -0.0413 0.006
C 2.59332 -3.80762 1.71124 0.0350 0.0021 0.0355 0.004
C 3.77002 -4.00171 2.40018 -0.0151 -0.0152 -0.0243 0.004
S 0.41427 -2.37158 0.99722 -0.0388 0.0357 0.0604 0.016
O 0.07219 -3.57085 0.27737 0.0000 -0.0521 -0.0069 0.004
O -0.58741 -1.74917 1.82251 0.0553 -0.0410 -0.0310 0.007
N 0.82716 -1.17984 -0.08516 -0.0087 0.0821 -0.0079 0.259
C 1.28524 -1.44695 -1.25472 -0.0534 0.1075 -0.1299 0.027
S 1.76207 -3.02339 -1.93212 0.0229 0.0388 -0.0230 0.126
C 2.22892 -2.24322 -3.35516 0.0032 -0.1138 -0.0204 0.299
C 1.95725 -0.87380 -3.30667 -0.0047 0.0535 0.0377 0.096
N 1.44078 -0.43587 -2.17571 0.0208 -0.0994 0.1813 0.250
H 5.82865 -2.45662 4.47197 -0.0066 0.0030 0.0007 0.000
H 6.00238 -3.99052 3.74301 -0.0060 -0.0009 0.0019 0.000
H 3.88294 -1.06826 4.11734 0.0048 -0.0011 0.0006 0.000
H 1.77653 -0.72568 2.88436 -0.0139 0.0066 0.0018 0.000
H 2.21348 -4.57281 1.04819 -0.0038 0.0003 -0.0082 0.001
H 4.32347 -4.92366 2.27549 -0.0015 -0.0020 -0.0019 0.000
H 2.65024 -2.78481 -4.18748 0.0056 0.0177 -0.0068 0.012
H 2.13015 -0.19131 -4.12778 -0.0050 0.0045 -0.0021 0.001
```
Positions in Å, forces in eV/Å.

multiplicity: 6
E_HOMO (spin up / spin down): -9.033 / -10.905 eV
frontier orbital gap (spin up / spin down): 0.2479 / 0.2062 Eh
net charge: +1

***

Entry 3:
C25H23N3O2S in the gas phase. Source: the Open Molecules 2025 dataset; level of theory: ωB97M-V with the def2-TZVPD basis set.

Structure (XYZ):
```
54
Properties=species:S:1:pos:R:3:forces:R:3:nbo_charge:R:1
C 6.58478 -0.13744 -1.40000 0.0652 0.0579 -0.2351 -0.253
H 7.66230 -0.28833 -1.44011 -0.0821 0.0275 -0.0476 0.203
O 6.19949 -0.49655 -0.09459 -0.1675 -0.0662 0.3127 -0.488
C 4.88900 -0.39420 0.24939 -0.0921 -0.0301 0.1349 0.309
C 3.87090 0.02842 -0.59994 0.3346 0.0060 -0.0990 -0.294
C 2.56675 0.08907 -0.14352 -0.1042 -0.1395 0.2164 -0.199
C 2.26847 -0.26904 1.16265 0.5386 -0.0421 -0.2935 0.160
C 3.28188 -0.68050 2.02196 -0.0756 0.1085 -0.1370 -0.219
C 4.57932 -0.74594 1.56560 0.1724 -0.0120 -0.1604 -0.242
H 5.38087 -1.06124 2.21412 0.0966 -0.0382 0.0794 0.227
H 3.05145 -0.93384 3.04618 -0.0356 -0.0162 0.0841 0.225
N 0.93478 -0.21313 1.61360 -0.8122 0.1480 0.1948 -0.415
C 0.11173 0.87586 1.64839 0.0070 0.1493 0.0731 0.173
N -1.07032 0.54886 2.09124 0.1498 0.9907 -0.2383 -0.323
N -1.05425 -0.76914 2.34047 -0.1429 -1.1529 0.3382 -0.278
C 0.13098 -1.23080 2.06419 0.1070 -0.0658 0.2314 0.344
C 0.52881 -2.65749 2.07874 0.1441 -0.0557 -0.1557 -0.441
H -0.19248 -3.19785 2.69182 0.0561 0.0378 0.0380 0.242
H 1.52787 -2.77550 2.50200 -0.0537 -0.0682 0.0728 0.221
C 0.50782 -3.21395 0.63990 -0.0791 -0.0289 0.1373 -0.411
C -0.86643 -3.05377 0.05277 0.0818 -0.1330 -0.1696 -0.032
C -1.19919 -1.92793 -0.68845 0.0601 -0.0750 -0.0295 -0.215
C -2.48905 -1.74973 -1.15537 -0.0325 0.0868 -0.0551 -0.193
C -3.46072 -2.69945 -0.89470 -0.1091 0.0193 -0.0407 -0.220
C -3.13586 -3.83060 -0.16637 -0.1005 -0.0633 0.0414 -0.220
C -1.84817 -4.00231 0.30723 0.0534 0.0155 -0.0142 -0.167
H -1.60018 -4.88270 0.88386 0.0299 -0.1057 0.0663 0.197
H -3.88915 -4.57741 0.03932 -0.0567 -0.0571 0.0134 0.209
H -4.46846 -2.55720 -1.25717 -0.0773 0.0038 -0.0285 0.209
H -2.73753 -0.86194 -1.71868 -0.0139 0.0625 -0.0411 0.209
H -0.45015 -1.17880 -0.90222 0.0974 0.0947 0.0051 0.218
H 1.24431 -2.67735 0.03688 0.0150 -0.0694 -0.0106 0.214
H 0.78820 -4.26863 0.67003 0.0513 0.0214 -0.0591 0.216
S 0.59370 2.47493 1.15552 -0.1515 0.5292 0.0351 0.281
C -1.00787 2.89850 0.39857 0.7201 -0.3237 0.3436 -0.641
C -1.22135 2.06974 -0.85266 0.0563 0.0937 0.1764 0.566
O -0.37981 1.29463 -1.24757 -0.1677 0.0063 -0.1910 -0.560
C -2.50454 2.25815 -1.56373 -0.3574 -0.1440 -0.4974 -0.107
C -2.64435 1.64409 -2.81056 0.0747 0.0687 0.0963 -0.172
C -3.81841 1.76349 -3.52703 0.0179 -0.0305 -0.0426 -0.219
C -4.87140 2.49848 -3.00613 -0.0239 0.0409 0.0732 -0.179
C -4.74249 3.11331 -1.77047 -0.1577 0.0510 -0.0442 -0.219
C -3.56835 2.99862 -1.04968 0.2552 -0.1099 -0.0182 -0.181
H -3.49112 3.47656 -0.08606 0.0105 0.0476 0.1091 0.216
H -5.56483 3.68384 -1.36518 -0.0619 0.0380 0.0364 0.218
H -5.79280 2.59194 -3.56146 -0.0776 0.0133 -0.0384 0.217
H -3.91521 1.28299 -4.48918 -0.0040 -0.0327 -0.0766 0.219
H -1.81125 1.07810 -3.20127 0.0451 -0.0441 -0.0049 0.235
H -0.99278 3.96303 0.16712 -0.0687 0.0200 0.0148 0.251
H -1.77408 2.67734 1.14163 -0.0818 0.1273 -0.1179 0.277
H 1.77718 0.42034 -0.80069 -0.1115 0.0288 -0.0221 0.255
H 4.07711 0.31345 -1.61894 0.0557 0.0170 -0.0913 0.223
H 6.10301 -0.77240 -2.15040 0.0080 0.0364 0.0320 0.177
H 6.35851 0.91246 -1.61090 -0.0048 -0.0436 0.0037 0.178
```
Positions in Å, forces in eV/Å.

E_HOMO: -8.274 eV
SMILES: COc1ccc(-n2c(CCc3ccccc3)nnc2SCC(=O)c2ccccc2)cc1
frontier orbital gap: 0.3056 Eh
net charge: 0

***

Entry 4:
A molecular structure, C25H23N3O3SbTi. Source: the Open Molecules 2025 dataset; level of theory: ωB97M-V with the def2-TZVPD basis set.

Structure (XYZ):
```
56
Properties=species:S:1:pos:R:3:forces:R:3:nbo_charge:R:1
Ti -0.01485 -0.03056 -0.43458 -0.0431 0.0918 -0.0762 1.996
C -2.36197 -1.56192 1.45775 -0.0044 0.0117 0.0002 -0.660
C -1.42826 -2.50401 0.76722 0.0018 -0.0042 -0.0037 0.287
C -1.48147 -3.87329 1.00175 -0.0038 -0.0010 -0.0078 -0.206
C -0.59354 -4.71840 0.36729 -0.0064 -0.0124 0.0113 -0.061
C 0.33496 -4.19066 -0.53285 -0.0097 0.0141 0.0008 -0.247
C 0.34878 -2.83180 -0.75637 0.0055 -0.0377 0.0020 -0.104
N -0.50985 -2.01343 -0.09461 0.0188 0.1105 -0.0344 -0.628
Sb 1.61616 -2.12189 -2.38423 -0.0424 -0.0309 0.0080 1.247
C 0.03133 -0.86206 -3.16145 -0.0187 0.0123 0.0579 -0.110
C -0.14560 -0.88297 -4.52242 -0.0112 0.0058 -0.0156 -0.239
C -1.20948 -0.16608 -5.07827 0.0094 -0.0071 -0.0005 -0.054
C -2.07240 0.50636 -4.24270 -0.0036 -0.0015 0.0031 -0.210
C -1.87308 0.50631 -2.86400 -0.0131 0.0247 -0.0078 0.311
C -2.85015 1.20541 -1.97447 -0.0145 -0.0110 0.0052 -0.656
N -0.80072 -0.14869 -2.34374 0.0856 -0.0199 0.0084 -0.635
C 2.57586 -0.44084 -1.37396 0.0015 -0.0093 -0.0001 -0.118
C 3.94531 -0.38134 -1.49130 0.0111 0.0072 0.0178 -0.238
C 4.60824 0.78305 -1.09692 -0.0137 0.0125 -0.0009 -0.053
C 3.87434 1.85181 -0.62228 0.0014 -0.0154 -0.0013 -0.208
C 2.49292 1.75844 -0.49643 0.0166 0.0060 -0.0028 0.303
C 1.69325 2.90515 0.03135 0.0019 0.0000 0.0071 -0.662
N 1.87291 0.60590 -0.86102 -0.0194 0.0501 -0.0317 -0.629
H -3.33618 -2.02924 1.59302 0.0053 -0.0080 0.0072 0.284
H -2.51526 -0.64312 0.89083 -0.0056 -0.0053 -0.0056 0.218
H -1.98769 -1.30571 2.45198 0.0029 0.0006 0.0014 0.261
H -2.22885 -4.26097 1.68106 0.0020 -0.0052 -0.0010 0.269
H -0.62742 -5.78499 0.55089 -0.0011 -0.0004 0.0001 0.272
H 1.01729 -4.84567 -1.05898 0.0019 0.0032 -0.0040 0.263
H 0.51938 -1.45259 -5.15860 -0.0037 -0.0024 -0.0020 0.259
H -1.36679 -0.16088 -6.14946 0.0056 -0.0053 -0.0014 0.271
H -2.92593 1.03552 -4.64332 -0.0020 0.0018 0.0069 0.268
H -3.76757 1.39763 -2.52527 0.0024 0.0043 -0.0010 0.272
H -2.46526 2.16556 -1.62810 0.0025 -0.0016 -0.0048 0.267
H -3.10410 0.60406 -1.10232 -0.0012 0.0038 -0.0021 0.229
H 4.50063 -1.21177 -1.90786 0.0015 -0.0002 0.0016 0.262
H 5.68500 0.85555 -1.18640 0.0007 -0.0038 -0.0003 0.273
H 4.36221 2.77571 -0.34372 0.0003 0.0010 -0.0010 0.269
H 2.30545 3.80316 0.05303 -0.0031 0.0025 -0.0022 0.275
H 1.36790 2.70979 1.05615 -0.0015 0.0001 -0.0024 0.244
H 0.81837 3.10456 -0.58658 -0.0008 -0.0036 -0.0016 0.248
O 0.60458 -0.13857 1.62342 -0.0090 -0.0011 0.0713 -0.733
C 0.20004 0.65581 2.73357 0.0131 -0.0085 -0.0247 0.374
C 0.78774 0.39817 3.95024 0.0007 -0.0017 -0.0010 -0.290
C 0.40442 1.14362 5.06077 -0.0046 0.0069 -0.0002 -0.100
C -0.56147 2.13373 4.94713 0.0061 -0.0063 0.0052 -0.192
C -1.14460 2.38027 3.71917 0.0032 0.0014 -0.0096 -0.080
C -0.77241 1.64662 2.58495 -0.0059 0.0125 0.0130 -0.311
C -1.45132 1.99982 1.33727 -0.0279 0.0335 0.0035 0.797
O -2.32416 2.75390 1.12564 0.0109 -0.0044 -0.0033 -0.414
O -0.90528 1.27523 0.19826 0.0602 -0.2059 0.0178 -0.750
H 1.20306 -0.82541 1.95473 -0.0012 -0.0010 -0.0018 0.532
H 1.54291 -0.37467 4.04998 -0.0006 -0.0016 0.0004 0.240
H 0.86882 0.94174 6.01674 -0.0009 0.0010 0.0013 0.262
H -0.85720 2.71069 5.81189 0.0011 -0.0022 0.0017 0.268
H -1.89903 3.14795 3.60615 -0.0008 -0.0006 -0.0003 0.267
```
Positions in Å, forces in eV/Å.

E_HOMO: -17.954 eV
frontier orbital gap: 0.2539 Eh
net charge: +3

***

Sequential F_max output: 2.075; 0.208; 1.210; 0.215 eV/A
Sequential energy above the lowest of the compared OMol25 structures with the same formula, charge and spin output: 31.8; 0.0; 143.3; 0.6 kJ/mol
Sequential E_tot output: -354724.49012; -102245.19590; -45698.74301; -66540.42233 eV